100
Properties=species:S:1:pos:R:3:forces:R:3:mulliken_charge:R:1 method="wB97M-V/def2-TZVPD" energy_ha=-4837.8084 charge=+1 homo_energy_ev=-10.89 lumo_energy_ev=-4.06
C -0.005 -0.305 -5.515 0.1 0.0 -0.2 -1.189
C 1.215 0.673 -5.686 -1.7 0.9 0.5 0.311
C 2.172 0.747 -4.442 0.8 1.1 -1.4 -0.620
O 1.841 -0.193 -3.394 0.3 0.8 1.5 -0.216
C 2.747 -0.100 -2.334 0.5 -0.4 -1.2 0.432
O 3.880 -0.467 -2.524 -0.6 0.2 0.9 -0.556
C 2.237 0.432 -0.956 -1.1 -0.9 -0.6 -0.355
S 3.309 -0.030 0.457 0.3 0.5 -0.4 -0.037
N 3.459 -1.758 0.244 -0.1 -0.4 -0.4 -0.084
C 3.255 -2.639 1.188 -0.1 0.0 1.7 -0.351
N 2.825 -2.108 2.462 -0.5 -1.4 -1.4 -0.184
C 1.571 -2.795 2.958 -0.9 0.5 0.6 -1.142
C 0.353 -1.921 2.535 -1.6 3.1 -0.8 0.629
C -1.005 -2.328 2.194 0.0 1.1 -0.1 0.212
C -2.096 -1.396 1.838 1.9 1.1 0.4 -1.195
C -1.854 0.048 1.783 2.1 -2.1 0.8 -0.255
C -0.483 0.492 2.135 -0.9 -1.8 -0.1 -0.556
C 0.584 -0.445 2.516 -2.3 -0.2 -0.7 -1.038
C 1.575 -4.332 2.627 1.4 -0.5 0.4 1.979
C 0.350 -5.187 3.150 -0.1 0.1 0.9 -0.189
C -0.353 -6.079 2.072 -0.3 0.3 -0.2 -0.249
O -1.125 -5.717 1.243 0.5 0.2 0.8 -0.400
I 0.170 -8.211 2.064 0.1 0.6 0.2 0.024
P 3.056 -5.017 3.683 -0.2 -1.5 -0.9 -0.208
P 2.568 -4.837 5.812 0.8 -0.4 3.0 0.924
O 3.622 -4.085 6.548 -1.2 -0.3 -1.1 -0.661
O 2.611 -6.407 6.402 -1.2 1.9 -1.9 -0.525
O 1.019 -4.302 6.095 1.5 -0.3 -0.6 -0.506
C 2.057 -4.679 1.145 -1.3 0.9 0.5 -0.809
C 1.173 -4.084 -0.013 -0.8 -0.8 -1.0 -1.407
N 3.420 -4.037 1.067 0.0 1.1 -1.2 0.500
C 4.238 -4.487 -0.056 1.7 0.6 -0.3 -0.986
O 4.501 -5.903 0.116 -0.3 0.7 -1.4 -0.356
C 4.880 -6.438 -1.100 0.7 -1.5 0.0 0.865
F 5.381 -7.687 -0.912 -0.9 1.7 0.0 -0.228
F 5.893 -5.694 -1.667 -1.7 -0.7 0.3 -0.249
F 3.804 -6.559 -1.949 1.6 0.6 0.8 -0.229
O 1.933 0.387 -6.918 -0.9 -0.6 0.0 -0.356
C 1.131 0.612 -8.026 -0.5 0.1 -1.4 0.430
O 0.624 1.672 -8.282 0.4 -0.6 0.8 -0.490
C 0.869 -0.544 -9.070 0.6 -0.6 -0.3 -0.454
S 1.654 -2.136 -8.520 0.2 -0.2 0.0 -0.250
H -0.515 -0.103 -4.532 0.6 -0.4 -0.9 0.344
H -0.799 -0.156 -6.306 1.0 0.1 0.7 0.345
H 0.349 -1.363 -5.621 -0.4 0.8 0.4 0.310
H 0.781 1.706 -5.815 0.5 -1.0 0.1 0.274
H 3.228 0.631 -4.829 -1.0 -0.2 0.6 0.312
H 2.098 1.788 -4.006 0.0 -1.1 -0.4 0.334
H 2.140 1.557 -0.974 0.3 -1.1 0.2 0.535
H 1.214 0.011 -0.749 0.8 0.5 -0.3 0.263
H 3.734 -2.061 -0.697 0.1 0.1 0.3 0.395
H 3.569 -2.163 3.162 -0.1 -0.1 -0.4 0.368
H 1.656 -2.713 4.083 -0.3 -0.1 -1.2 0.569
H -1.263 -3.408 2.180 0.2 1.0 -0.1 0.181
H -3.115 -1.797 1.600 1.2 0.3 0.3 0.377
H -2.650 0.791 1.500 1.0 -1.3 0.5 0.667
H -0.308 1.597 2.089 0.2 -1.2 0.2 0.242
H 1.560 0.019 2.772 -0.9 -0.7 -0.2 0.440
H -0.353 -4.470 3.669 0.4 -1.0 -0.8 0.415
H 0.664 -5.896 3.973 -0.2 0.7 -1.0 0.257
H 4.194 -4.174 3.526 -0.7 0.2 0.5 0.107
H 2.020 -6.973 5.860 0.4 0.1 0.5 0.364
H 1.071 -3.468 6.604 0.0 -0.4 -0.1 0.341
H 2.124 -5.794 1.038 0.4 1.1 0.2 0.849
H 0.437 -3.295 0.276 0.8 -0.6 0.1 0.168
H 1.759 -3.667 -0.887 -0.3 -0.5 1.1 0.449
H 0.570 -4.927 -0.461 0.6 1.0 0.5 0.423
H 3.848 -4.251 -1.085 -0.1 -0.5 0.9 0.480
H 5.245 -3.977 0.019 -1.1 -0.3 0.0 0.499
H -0.225 -0.738 -9.201 0.9 0.6 0.4 0.294
H 1.267 -0.236 -10.074 -0.3 -0.1 1.1 0.385
H 1.984 -2.863 -9.642 -0.5 1.0 0.3 0.133
C -1.352 5.470 3.035 0.2 -0.3 -0.3 -1.112
C -2.379 5.931 3.755 0.6 0.7 0.4 0.498
C -3.737 5.313 3.658 -0.4 -0.5 -0.2 0.575
O -4.643 5.750 4.345 0.2 0.3 0.0 -0.626
C -3.920 4.201 2.728 0.0 -0.2 0.4 -0.437
C -2.895 3.746 2.009 -0.6 -0.5 -0.1 0.289
C -1.534 4.343 2.124 0.3 0.5 0.2 1.097
O -0.619 3.880 1.458 -0.2 -0.3 -0.1 -0.683
O -3.040 2.720 1.138 0.5 0.8 0.2 -0.728
O -2.238 6.968 4.598 -0.6 -0.7 -0.4 -0.572
H -0.364 5.905 3.096 0.0 0.0 0.0 0.432
H -4.910 3.774 2.653 0.0 0.0 0.0 0.442
H -2.156 2.586 0.746 -0.1 0.2 -0.1 0.336
H -3.120 7.105 4.997 0.1 0.1 0.1 0.358
C -6.271 8.945 0.099 0.0 0.1 -0.3 -0.859
C -5.642 7.992 0.792 -0.3 0.4 0.8 0.369
C -4.914 6.879 0.105 0.2 -0.3 -0.6 0.854
O -4.333 6.036 0.772 -0.2 0.5 0.1 -0.277
C -4.934 6.845 -1.355 0.1 -0.2 0.4 -1.106
C -5.567 7.797 -2.048 0.3 -0.5 -0.9 0.371
C -6.270 8.924 -1.363 -0.3 0.5 0.5 0.961
O -6.818 9.779 -2.032 0.2 -0.3 -0.3 -0.592
O -5.599 7.784 -3.392 -0.3 0.5 0.8 -0.564
O -5.635 7.993 2.140 0.3 -0.4 -0.8 -0.614
H -6.799 9.756 0.583 0.0 0.0 0.0 0.445
H -4.419 6.026 -1.838 0.0 0.0 0.0 0.431
H -6.113 8.574 -3.649 0.0 -0.1 -0.1 0.351
H -5.119 7.209 2.403 -0.2 0.1 0.2 0.263